The following is a DFT calculation (ωB97M-V with the def2-TZVPD basis set) of a molecular structure, C38H67N4O2PbSSbSi2Te.

Computed properties:
Charge ... +2
2S+1 ... 1
Electronic energy ... -96206.87513 eV
HOMO energy ... -12.22 eV

Element x y z (Å)
Pb (0.180, -0.556, -0.543)
Te (-3.497, -0.015, -0.362)
Sb (0.957, 2.537, -0.017)
S (2.877, -0.440, -0.647)
Si (-5.745, -1.727, 1.578)
Si (-4.477, 3.175, 0.386)
O (0.561, -1.007, 1.797)
O (0.545, -3.010, 0.030)
N (3.400, -1.681, -2.982)
N (4.308, -2.619, -1.108)
N (0.104, -5.136, 0.573)
N (-1.623, -3.642, 0.257)
C (2.473, 0.121, 2.990)
C (1.506, -3.866, -3.778)
C (-0.223, 3.414, 2.694)
C (-0.911, 5.675, 3.300)
C (3.011, -4.047, -3.588)
C (0.036, 3.836, 1.373)
C (2.946, 3.108, 0.281)
C (-7.548, -2.260, 1.583)
C (5.514, -5.610, -0.568)
C (1.042, 4.834, -3.702)
C (-0.810, 3.326, -3.957)
C (-0.312, 5.194, 1.017)
C (-0.657, 4.382, 3.633)
C (4.573, 4.130, 1.751)
C (3.258, 3.874, 1.387)
C (-0.321, -3.883, 0.288)
C (-3.523, 1.665, 1.040)
C (5.638, 3.701, 0.977)
C (3.834, -2.790, -3.847)
C (-4.569, 4.479, 1.694)
C (1.386, 4.262, -2.492)
C (-0.525, 2.802, -2.688)
C (0.904, -5.209, -3.438)
C (4.731, -2.755, 0.267)
C (4.167, -5.241, -0.005)
C (-3.618, 3.970, -1.090)
C (-6.140, 2.488, -0.159)
C (-0.041, 4.387, -4.428)
C (4.051, 2.650, -0.444)
C (4.037, -3.985, 0.877)
C (1.024, -0.324, 2.984)
C (3.544, -1.695, -1.636)
C (0.557, 3.292, -1.955)
C (-5.431, -0.829, -0.037)
C (-4.704, -3.303, 1.464)
C (-5.342, -0.667, 3.020)
C (-0.787, 6.083, 1.960)
C (5.356, 2.964, -0.138)
H (0.431, 0.541, 3.237)
H (-3.991, 1.146, 1.936)
H (0.957, -1.922, 1.775)
H (-0.212, 4.842, -5.390)
H (-1.212, 2.068, -2.256)
H (1.073, -5.463, -2.383)
H (-4.266, -0.353, 3.061)
H (1.634, 5.604, -4.219)
H (3.988, 1.996, -1.341)
H (1.302, -5.959, -4.041)
H (-2.443, 1.924, 1.269)
H (2.300, 4.493, -1.968)
H (-1.211, 6.334, 4.130)
H (-0.922, 7.087, 1.649)
H (-0.706, 4.110, 4.667)
H (0.055, 2.406, 3.049)
H (6.124, 2.487, -0.743)
H (-2.282, -4.385, 0.486)
H (2.714, 0.761, 2.148)
H (5.807, -2.887, 0.190)
H (2.987, -3.815, 1.014)
H (2.761, 0.659, 3.892)
H (4.516, -1.807, 0.794)
H (3.775, -6.060, 0.575)
H (4.810, -3.198, -1.761)
H (2.833, -0.920, -3.396)
H (-2.691, 4.481, -0.790)
H (0.876, -1.047, 3.793)
H (-8.219, -1.438, 1.284)
H (-7.695, -3.060, 0.891)
H (-5.090, 5.326, 1.300)
H (1.300, -3.579, -4.827)
H (3.437, -5.138, -0.831)
H (-4.368, 4.697, -1.522)
H (3.331, -4.835, -4.271)
H (-4.600, -3.730, 0.442)
H (6.683, 3.934, 1.218)
H (1.068, -5.173, 0.959)
H (4.693, 4.748, 2.654)
H (-0.497, -5.886, 0.876)
H (3.158, -4.452, -2.555)
H (6.209, -5.950, 0.209)
H (3.210, -0.716, 2.865)
H (-2.041, -2.687, 0.330)
H (-5.500, -1.173, 3.997)
H (-5.885, 0.316, 3.033)
H (5.208, -6.413, -1.267)
H (-5.551, -1.541, -0.886)
H (-4.996, 4.244, 2.645)
H (-3.713, -3.110, 1.881)
H (-6.797, 3.290, -0.572)
H (1.104, -3.085, -3.114)
H (-0.155, -5.161, -3.562)
H (-3.539, 4.773, 1.904)
H (-3.377, 3.236, -1.822)
H (-7.784, -2.782, 2.537)
H (2.457, 4.323, 2.013)
H (5.944, -4.781, -1.114)
H (4.930, -2.856, -3.638)
H (-5.242, -4.086, 2.137)
H (-6.664, 1.947, 0.665)
H (-6.008, 1.721, -0.928)
H (-6.165, -0.029, -0.236)
H (-0.153, 5.543, 0.000)
H (-1.597, 2.947, -4.624)
H (4.440, -4.110, 1.860)
H (3.744, -2.452, -4.897)

=====

The following is a DFT calculation (ωB97M-V with the def2-TZVPD basis set) of a molecular structure, C38H68BCl3InN6O2P2Si.

Computed properties:
Charge ... +1
2S+1 ... 1
Electronic energy ... -123421.96268 eV
HOMO energy ... -10.87 eV

Element x y z (Å)
In (1.078, -0.772, -0.638)
Cl (0.826, -3.271, -3.700)
Cl (2.796, -4.225, -1.250)
Cl (-0.523, -4.119, -0.870)
P (2.565, 1.407, 2.304)
P (3.803, -0.015, -0.411)
Si (1.099, -3.148, -1.675)
O (3.677, -2.325, 1.308)
O (1.201, 1.421, -0.849)
N (-1.820, -1.079, 0.409)
N (-0.448, -0.020, -2.353)
N (-0.519, -1.097, 0.859)
N (-2.183, 1.385, -0.107)
N (-1.079, 2.181, -0.193)
N (-1.741, -0.337, -2.048)
C (-4.537, 1.519, 0.837)
C (6.120, -0.327, 1.128)
C (2.896, 3.178, 2.654)
C (0.748, 0.211, -5.930)
C (-3.938, -2.394, -4.068)
C (-4.723, -0.006, -3.835)
C (0.881, 0.432, -4.425)
C (6.441, 0.469, 3.368)
C (-2.699, 3.324, 0.827)
C (-0.478, -1.946, 1.899)
C (0.486, -2.021, 4.186)
C (-1.736, -2.473, 2.123)
C (-0.402, 4.492, 0.460)
C (-1.134, 5.828, 0.569)
C (-5.529, 1.901, -0.264)
C (-4.012, -2.244, 0.962)
C (-2.410, -0.652, -3.177)
C (5.137, 0.934, 3.372)
C (6.931, -0.170, 2.239)
C (4.112, 1.604, -1.195)
C (4.811, 0.155, 1.118)
C (0.606, 4.516, -0.691)
C (-5.021, 2.006, 2.202)
C (4.301, 0.781, 2.266)
C (-0.332, -0.082, -3.687)
C (1.999, 0.860, 3.965)
C (-4.150, -3.686, 0.463)
C (-2.557, -1.922, 1.153)
C (1.202, -3.695, 2.451)
C (2.227, -0.109, -3.951)
C (-1.384, 3.354, 0.357)
C (4.525, -3.354, 1.820)
C (-3.169, 2.062, 0.532)
C (-4.785, -2.039, 2.266)
C (4.771, -1.145, -1.462)
C (0.750, -2.254, 2.695)
C (-1.539, -0.491, -4.241)
C (-3.839, -1.107, -3.247)
B (-2.343, -0.065, -0.653)
H (-3.652, -2.220, -5.107)
H (2.402, -1.116, -4.327)
H (1.967, -3.981, 3.174)
H (-4.625, -1.043, 2.682)
H (7.946, -0.546, 2.220)
H (-1.799, 5.861, 1.432)
H (0.150, 4.344, 1.393)
H (2.765, 0.952, 4.734)
H (-5.771, -0.309, -3.823)
H (1.421, -2.077, 4.746)
H (2.312, -0.145, -2.862)
H (-4.291, 1.796, 2.984)
H (5.774, -0.767, -1.665)
H (-0.125, 0.720, -6.338)
H (3.609, 2.386, -0.630)
H (3.034, 0.530, -4.314)
H (0.030, -1.048, 4.370)
H (4.761, 1.424, 4.262)
H (0.663, -0.854, -6.155)
H (0.883, 1.517, -4.258)
H (-4.477, -2.768, 3.017)
H (-6.520, 1.504, -0.042)
H (5.572, -3.040, 1.800)
H (4.253, -1.248, -2.416)
H (-3.288, -3.173, -3.666)
H (4.251, -3.631, 2.839)
H (-5.212, 1.512, -1.232)
H (-4.430, -1.592, 0.199)
H (1.540, -1.568, 2.378)
H (-3.597, -3.841, -0.465)
H (1.148, 1.483, 4.249)
H (-1.730, 6.017, -0.326)
H (3.730, 1.613, -2.215)
H (-5.854, -2.172, 2.095)
H (1.650, -0.172, 3.932)
H (3.486, 3.608, 1.843)
H (-1.764, -0.644, -5.282)
H (-4.963, -2.764, -4.063)
H (-4.442, 0.198, -4.870)
H (-3.505, -0.235, -0.771)
H (-0.414, 6.640, 0.675)
H (-2.017, -3.177, 2.888)
H (4.825, -2.129, -0.999)
H (5.187, 1.794, -1.212)
H (-0.181, -2.786, 4.585)
H (1.612, -3.835, 1.454)
H (6.529, -0.832, 0.262)
H (-3.771, -4.391, 1.204)
H (-5.199, -3.922, 0.279)
H (-3.238, 4.110, 1.324)
H (0.108, 4.333, -1.646)
H (0.224, 1.756, -0.507)
H (1.071, 1.555, -1.801)
H (-4.478, 0.434, 0.876)
H (1.385, 3.766, -0.565)
H (-5.607, 2.986, -0.347)
H (1.951, 3.716, 2.708)
H (3.434, 3.321, 3.593)
H (0.358, -4.376, 2.571)
H (4.398, -4.220, 1.175)
H (1.086, 5.494, -0.747)
H (3.753, -1.561, 1.891)
H (-4.627, 0.925, -3.275)
H (1.629, 0.594, -6.446)
H (-5.207, 3.082, 2.194)
H (7.068, 0.600, 4.240)
H (-5.958, 1.514, 2.464)
H (-4.183, -1.327, -2.237)

=====

The lowest charge belongs to which entry?
C38H68BCl3InN6O2P2Si

=====

The highest HOMO energy belongs to which entry?
C38H68BCl3InN6O2P2Si